[1]
Here is a molecular structure, C33H37BCuGeO3P from the OMol25 dataset. Energies are from ωB97M-V/def2-TZVPD.

Total charge: -2
Total energy (Ha): -5589.035613

CARTESIAN COORDINATES (ANGSTROEM)
Cu: 1.8809 0.1563 -1.8129
O: 4.4620 -0.4894 -2.8855
C: 3.7765 -0.3528 -1.8661
C: 4.6561 -0.1086 -0.5894
C: 6.0193 0.1353 -0.6868
C: 6.7932 0.3497 0.4428
C: 6.1966 0.3066 1.7010
C: 4.8366 0.0502 1.8083
C: 4.0533 -0.1504 0.6677
P: 2.2250 -0.4863 0.6875
C: 2.2510 -2.3363 0.8078
C: 3.1769 -3.0485 1.5619
C: 3.1273 -4.4354 1.6338
C: 2.1397 -5.1265 0.9407
C: 1.2185 -4.4260 0.1758
C: 1.2766 -3.0378 0.1036
C: 1.8683 -0.0901 2.4662
C: 1.3192 -0.9800 3.3867
C: 0.9329 -0.5579 4.6583
C: 1.0974 0.7632 5.0373
C: 1.6369 1.6670 4.1268
C: 2.0036 1.2469 2.8589
H: 6.4402 0.1413 -1.6876
H: 7.8569 0.5486 0.3525
H: 6.7860 0.4723 2.5965
H: 4.3848 0.0177 2.7938
H: 3.9544 -2.5121 2.0964
H: 3.8603 -4.9739 2.2237
H: 2.0980 -6.2092 0.9893
H: 0.4560 -4.9577 -0.3817
H: 0.5855 -2.4798 -0.5177
H: 1.1845 -2.0175 3.1094
H: 0.5016 -1.2726 5.3506
H: 0.7974 1.0923 6.0255
H: 1.7586 2.7084 4.4021
H: 2.3972 1.9658 2.1472
C: -0.4619 2.9411 -0.3144
Ge: 0.8008 3.3114 -1.7871
C: -0.1243 3.0779 -3.5120
C: 0.9841 5.3063 -1.6875
C: 2.3637 2.2487 -1.6625
H: -1.4982 2.9335 -0.6656
H: -0.3672 3.7078 0.4605
H: -0.2397 1.9670 0.1256
H: -1.2023 3.2264 -3.4004
H: 0.0421 2.0678 -3.8861
H: 0.2567 3.8055 -4.2347
H: 0.0008 5.7859 -1.7614
H: 1.6112 5.6723 -2.5058
H: 1.4457 5.6052 -0.7418
H: 2.8422 2.4290 -0.6878
H: 3.0881 2.5237 -2.4390
C: -7.2274 -0.6549 -1.2297
C: -5.9574 -0.9870 -0.4473
C: -5.9818 -2.4833 -0.1065
C: -5.9835 -0.1859 0.8614
C: -4.6846 -0.6565 -1.2316
C: -4.7120 -0.1332 -2.5194
C: -3.5341 0.1720 -3.2250
C: -2.3341 -0.0640 -2.6037
O: -1.0809 0.1428 -3.0531
B: -0.1303 -0.2305 -2.0056
O: -1.0071 -0.7285 -0.9289
C: -2.2907 -0.5919 -1.3149
C: -3.4362 -0.8900 -0.6198
H: -8.1038 -0.8929 -0.6199
H: -7.2924 -1.2319 -2.1544
H: -7.2709 0.4052 -1.4865
H: -6.8827 -2.7344 0.4632
H: -5.1128 -2.7660 0.4890
H: -5.9682 -3.0842 -1.0187
H: -6.8847 -0.4234 1.4362
H: -5.9744 0.8863 0.6543
H: -5.1154 -0.4070 1.4829
H: -5.6580 0.0567 -3.0076
H: -3.5701 0.5885 -4.2238
H: -3.3579 -1.2885 0.3852

The net atomic charges from Löwdin, expressed in e, are: Cu 0.127; O -0.116; C -0.381; C -0.212; C -0.053; C -0.113; C -0.120; C -0.117; C -0.307; P 1.116; C -0.343; C -0.098; C -0.108; C -0.124; C -0.094; C -0.076; C -0.354; C -0.090; C -0.112; C -0.130; C -0.105; C -0.114; H 0.099; H 0.081; H 0.082; H 0.090; H 0.099; H 0.087; H 0.084; H 0.093; H 0.072; H 0.093; H 0.088; H 0.083; H 0.092; H 0.108; C -0.222; Ge 0.681; C -0.231; C -0.273; C -0.364; H 0.007; H -0.003; H -0.004; H 0.006; H -0.003; H -0.003; H -0.010; H -0.011; H -0.011; H -0.047; H -0.036; C -0.087; C -0.568; C -0.060; C -0.059; C -0.198; C -0.061; C 0.002; C -0.249; O 0.044; B -0.431; O 0.032; C -0.234; C 0.045; H 0.075; H 0.080; H 0.081; H 0.074; H 0.075; H 0.086; H 0.074; H 0.089; H 0.075; H 0.082; H 0.108; H 0.117

[2]
Here is a molecular structure, C33H37N9OW from the OMol25 dataset. Energies are from ωB97M-V/def2-TZVPD.

Total charge: +4
Total energy (Ha): -1913.356802

CARTESIAN COORDINATES (ANGSTROEM)
W: 0.1002 0.2341 0.2113
C: -0.5958 3.2657 -1.4254
C: 0.8654 2.9894 -1.1521
N: 1.3084 1.5468 -1.1212
C: 2.7619 1.4864 -0.7855
C: 2.9587 1.2637 0.6896
C: 4.0625 1.6894 1.4011
C: 4.1611 1.3579 2.7476
C: 3.1553 0.6125 3.3511
C: 2.0649 0.2385 2.5913
C: 0.8655 -0.4948 3.1760
N: -1.2792 -0.8160 1.5557
C: -2.1043 0.3866 2.0678
C: -2.7881 0.8348 0.7918
N: -1.7703 1.1183 -0.2152
N: 1.9838 0.5554 1.2837
H: -0.9974 2.6647 -2.2444
H: -0.6789 4.3133 -1.7076
H: 1.1288 3.4354 -0.1920
H: 1.4417 3.4902 -1.9334
H: 1.1972 1.1730 -2.0613
H: 3.2748 2.3864 -1.1265
H: 3.1989 0.6425 -1.3254
H: 4.8338 2.2712 0.9138
H: 5.0164 1.6823 3.3263
H: 3.2102 0.3504 4.3997
H: 0.2222 0.1828 3.7251
H: 1.1661 -1.3339 3.7988
H: -1.7826 -1.7018 1.6005
H: -1.6187 1.9754 3.2701
H: -2.8135 0.0500 2.8240
H: -3.3808 1.7452 1.0015
H: -3.4759 0.0811 0.3982
H: -2.1470 0.8637 -1.1195
N: 2.0278 -3.9753 -0.0047
C: 1.7306 -2.8032 -0.5428
N: 1.0448 -1.8952 0.1388
C: 0.6858 -2.1776 1.3911
N: 0.0971 -0.9840 1.9736
N: -1.1810 1.3184 2.6305
C: -0.3225 1.9892 1.6047
C: -1.0127 3.2598 1.0366
C: -1.2995 4.3500 1.8202
C: -2.2543 5.3010 1.4459
C: -2.9967 4.9920 0.3237
C: -2.6644 3.8987 -0.4546
N: -1.5352 3.1619 -0.2365
C: 0.9070 -3.3961 2.0291
C: 0.4464 -3.7678 3.3194
C: 0.7384 -5.0119 3.7979
C: 1.5014 -5.9266 3.0287
C: 1.9506 -5.6148 1.7674
C: 1.6430 -4.3543 1.2600
H: 2.5654 -4.6367 -0.5636
H: 2.0553 -2.6017 -1.5556
H: 0.5658 2.3506 2.1282
H: -0.7859 4.4265 2.7723
H: -2.4642 6.1733 2.0480
H: -3.8470 5.5863 0.0162
H: -3.1667 3.6660 -1.3868
H: -0.1489 -3.0817 3.9072
H: 0.3849 -5.3171 4.7741
H: 1.7257 -6.9011 3.4455
H: 2.5176 -6.3294 1.1828
C: -1.7328 -2.3869 -1.7933
C: -1.0841 -1.2254 -2.4821
O: -0.5004 -0.3501 -1.7822
C: -1.1366 -1.0905 -3.9150
C: -0.5480 0.0185 -4.5534
C: -0.6181 0.1543 -5.9206
C: -1.2776 -0.8160 -6.6776
C: -1.8625 -1.9196 -6.0678
C: -1.7961 -2.0581 -4.6954
H: -1.6403 -2.2846 -0.7151
H: -1.2867 -3.3294 -2.1177
H: -2.7899 -2.4452 -2.0568
H: -0.0402 0.7738 -3.9675
H: -0.1696 1.0065 -6.4122
H: -1.3350 -0.7055 -7.7528
H: -2.3717 -2.6626 -6.6655
H: -2.2646 -2.9187 -4.2377

The net atomic charges from Löwdin, expressed in e, are: W 1.634; C -0.050; C -0.125; N -0.154; C -0.089; C -0.225; C 0.047; C 0.036; C 0.040; C -0.217; C -0.013; N 0.008; C -0.268; C -0.164; N -0.177; N -0.020; H 0.134; H 0.153; H 0.135; H 0.148; H 0.105; H 0.145; H 0.146; H 0.145; H 0.144; H 0.144; H 0.132; H 0.125; H 0.160; H 0.145; H 0.169; H 0.140; H 0.135; H 0.083; N 0.211; C -0.014; N 0.077; C -0.181; N -0.162; N -0.025; C -0.227; C -0.204; C 0.017; C 0.021; C 0.006; C -0.029; N -0.108; C -0.045; C 0.024; C 0.030; C 0.057; C 0.054; C -0.101; H 0.207; H 0.174; H 0.103; H 0.140; H 0.139; H 0.140; H 0.155; H 0.134; H 0.146; H 0.151; H 0.150; C 0.015; C -0.316; O -0.194; C -0.165; C -0.007; C -0.026; C 0.009; C -0.014; C 0.010; H 0.054; H 0.110; H 0.118; H 0.098; H 0.126; H 0.135; H 0.132; H 0.122

| no. | E_LUMO (eV) | orbital gap (eV) | strongest force on any atom (Eh/bohr) |
| --- | --- | --- | --- |
| 1 | 4.0270 | 3.73 | 0.013 |
| 2 | -12.8553 | 4.80 | 0.072 |